ORCA calculation (the ωB97M-V functional and the def2-TZVPD basis) on an isolated ion of composition C3H6N and charge +1 at a distorted geometry.

ORCA input file:
```
! wB97M-V def2-TZVPD RIJCOSX def2/J DEFGRID3
* xyz 1 1
C 1.43 0.39 -0.58
C 0.48 -0.58 -0.45
N -0.91 -0.33 -0.14
C -1.25 0.21 1.00
H 1.24 1.39 -0.50
H 2.49 0.20 -0.77
H 0.75 -1.57 -0.66
H -1.53 -0.39 -0.94
H -2.32 0.20 1.28
H -0.37 0.47 1.75
*
```

Calculated values
LUMO (eV): -5.90
HOMO-LUMO gap (eV): 9.6
ΔE to the lowest compared entry with this formula, charge and spin (kcal/mol): 19.0
SMILES: C=C[NH+]=C

=====

ORCA calculation (the ωB97M-V functional and the def2-TZVPD basis) on an isolated ion of composition C3H6N and charge +1 at a distorted geometry.

ORCA input file:
```
! wB97M-V def2-TZVPD RIJCOSX def2/J DEFGRID3
* xyz 1 1
C 0.81 -0.41 0.36
N -0.40 0.42 0.27
C -1.41 -0.12 -0.62
C -0.81 0.92 -1.07
H 0.76 -0.97 -0.48
H 1.70 0.06 0.70
H 0.67 -1.12 1.34
H -0.47 0.94 1.11
H -2.02 -0.95 -0.64
H -0.43 1.72 -1.69
*
```

Calculated values
LUMO (eV): -4.39
HOMO-LUMO gap (eV): 12.4
ΔE to the lowest compared entry with this formula, charge and spin (kcal/mol): 59.9
SMILES: C[NH+]1C=C1

=====

ORCA calculation (the ωB97M-V functional and the def2-TZVPD basis) on an isolated ion of composition C3H6N and charge +1 at a distorted geometry.

ORCA input file:
```
! wB97M-V def2-TZVPD RIJCOSX def2/J DEFGRID3
* xyz 1 1
C 1.05 -0.63 1.30
C 0.41 0.28 0.58
N -0.16 -0.09 -0.70
C -1.22 0.51 -1.12
H 1.31 -0.31 2.31
H 1.53 -1.51 0.89
H 0.10 1.21 1.04
H -0.15 -1.10 -0.84
H -1.68 0.16 -2.03
H -1.53 1.48 -0.73
*
```

Calculated values
LUMO (eV): -6.03
HOMO-LUMO gap (eV): 9.4
ΔE to the lowest compared entry with this formula, charge and spin (kcal/mol): 14.5
SMILES: C=C[NH+]=C

=====

> What is the LUMO in the third record?

-6.03 eV